A 5-piece molecular cluster, C48H70N9O3S4 overall in a non-equilibrium geometry, computed with the ωB97M-V functional and the def2-TZVPD basis.

Each line ends with the Löwdin charge.
Geometry (Å):
C1 2.6841 2.9740 4.8775  0.0235
C2 2.3154 1.6294 4.7852  -0.1516
C3 1.9030 1.0258 3.4873  -0.1501
C4 0.4165 1.5087 3.1813  -0.2191
C5 0.4636 2.4558 1.9547  -0.0401
N1 -0.0231 1.5143 0.9248  0.1599
C6 -0.0476 0.2597 1.3748  -0.3003
N2 0.1405 -0.8538 0.7135  0.0399
C7 0.4193 -0.8746 -0.7201  -0.0942
C8 1.9196 -1.1643 -0.9483  -0.1928
C9 2.7157 0.0559 -0.4717  -0.4679
S1 4.4791 -0.1290 -0.8470  0.9171
C10 5.1459 1.4541 -0.2639  -1.0417
S2 5.8608 1.5680 1.1716  0.7898
N3 4.9636 2.5307 -1.1752  -0.1895
C11 6.1359 3.4401 -1.1835  -0.1878
C12 5.8885 4.5275 -2.2175  -0.1846
O1 4.8021 5.3438 -1.8235  -0.1127
C13 3.6590 4.5199 -1.7132  -0.1885
C14 3.8639 3.4057 -0.7054  -0.1746
C15 0.1258 -2.1186 1.4463  -0.0109
C16 -0.6204 -3.2279 0.7138  -0.4445
O2 -1.8326 -3.1875 0.5539  0.1121
O3 0.1552 -4.2383 0.2528  0.1114
N4 -0.3021 0.3035 2.7626  -0.0052
C17 -1.8152 0.2871 2.8597  -0.1157
C18 -2.3903 1.0726 4.0224  -0.1537
C19 -2.6191 2.5932 3.8125  -0.1500
C20 -3.1709 3.0334 2.4451  -0.2313
N5 -4.3404 3.9336 2.6903  -0.1848
C21 -5.5324 3.0340 2.7448  -0.1791
C22 -6.2774 2.8277 1.4295  -0.2221
C23 -7.1339 1.5408 1.5485  -0.2198
C24 -6.2773 0.3857 0.9755  -0.1147
C25 -4.4504 4.9405 1.7133  -1.0912
S3 -5.2563 6.3108 2.0880  0.7258
S4 -3.7230 4.7035 0.1178  0.9240
C26 -4.1077 6.1576 -0.8884  -0.4881
C27 -5.2234 5.8710 -1.8928  -0.2987
C28 -6.5314 5.3345 -1.2810  -0.1202
H1 3.6581 3.3287 4.5457  0.0597
H2 2.0013 3.7102 5.2949  0.0589
H3 2.3812 1.0079 5.6792  0.1093
H4 1.9238 -0.0630 3.4936  0.1117
H5 2.5655 1.4064 2.6974  0.1000
H6 0.1255 1.9831 4.1065  0.1241
H7 1.4718 2.7115 1.6359  0.1089
H8 -0.1226 3.3688 2.0079  0.1178
H9 0.1538 1.7096 -0.0483  0.1433
H10 -0.1562 -1.6351 -1.2428  0.1351
H11 0.2100 0.0737 -1.2044  0.1265
H12 2.2176 -2.0346 -0.3666  0.1122
H13 2.0950 -1.3101 -2.0119  0.1265
H14 2.3100 0.9451 -0.9517  0.0623
H15 2.6316 0.1250 0.6140  0.0680
H16 6.2062 3.9620 -0.2240  0.1045
H17 7.0642 2.9042 -1.3602  0.1298
H18 5.6533 4.0562 -3.1794  0.1285
H19 6.7868 5.1256 -2.3352  0.1326
H20 3.4977 4.0776 -2.7049  0.1304
H21 2.7947 5.1337 -1.4736  0.1296
H22 2.9209 2.8674 -0.5961  0.0933
H23 4.1376 3.7965 0.2832  0.1219
H24 1.1633 -2.4329 1.5749  0.1404
H25 -0.2869 -2.0351 2.4435  0.1364
H26 -0.1527 -4.4635 -0.6369  0.1269
H27 -2.1035 -0.7539 3.0134  0.1214
H28 -2.2343 0.5742 1.8948  0.1142
H29 -3.3563 0.6317 4.2674  0.1178
H30 -1.7818 0.9656 4.9206  0.1192
H31 -3.3233 2.9206 4.5744  0.1199
H32 -1.6845 3.1032 4.0438  0.0937
H33 -3.5334 2.2008 1.8383  0.0948
H34 -2.3798 3.5728 1.9338  0.0589
H35 -5.2437 2.0525 3.1213  0.1130
H36 -6.2537 3.4301 3.4596  0.1277
H37 -6.9234 3.6757 1.2209  0.0979
H38 -5.6070 2.6396 0.5948  0.0808
H39 -7.4537 1.3488 2.5703  0.1044
H40 -7.9849 1.6488 0.8801  0.1024
H41 -6.3980 0.3090 -0.0979  0.0526
H42 -5.2204 0.6385 1.1221  0.0489
H43 -6.4380 -0.5665 1.4731  0.0682
H44 -3.1973 6.3382 -1.4626  0.0678
H45 -4.2732 7.0470 -0.2889  0.0485
H46 -5.4624 6.7992 -2.4099  0.1062
H47 -4.8891 5.1474 -2.6344  0.0987
H48 -6.6057 5.5215 -0.2127  0.0197
H49 -7.3654 5.8638 -1.7394  0.0731
H50 -6.6803 4.2706 -1.4499  0.0674
N6 5.9791 -4.2132 -0.1835  0.0508
C29 5.9667 -2.9562 0.2638  -0.1844
C30 6.7360 -2.5078 1.3253  -0.0715
C31 7.5660 -3.4167 1.9634  -0.0749
C32 7.5923 -4.7265 1.5143  -0.0679
C33 6.7838 -5.0714 0.4406  -0.1536
H51 5.3029 -2.2746 -0.2610  0.0032
H52 6.6849 -1.4737 1.6414  0.0719
H53 8.1836 -3.1082 2.7973  0.1075
H54 8.2254 -5.4664 1.9839  0.1039
H55 6.7764 -6.0848 0.0550  0.1044
N7 -2.2392 -8.9218 -2.4320  0.0625
C34 -2.7476 -7.8492 -1.8313  -0.1512
C35 -2.0251 -7.0372 -0.9693  -0.0830
C36 -0.7022 -7.3618 -0.7181  -0.0928
C37 -0.1554 -8.4770 -1.3305  -0.0646
C38 -0.9656 -9.2192 -2.1778  -0.1430
H56 -3.7880 -7.6364 -2.0540  0.1038
H57 -2.4891 -6.1761 -0.5052  0.0865
H58 -0.1058 -6.7562 -0.0470  0.0895
H59 0.8722 -8.7654 -1.1587  0.1046
H60 -0.5817 -10.0980 -2.6832  0.1075
N8 -5.5046 -1.9245 -1.0651  0.0561
C39 -4.4208 -2.6998 -1.0516  -0.1499
C40 -4.2419 -3.7840 -1.8966  -0.0700
C41 -5.2460 -4.0836 -2.8043  -0.0720
C42 -6.3805 -3.2895 -2.8306  -0.0634
C43 -6.4584 -2.2252 -1.9442  -0.1452
H61 -3.6659 -2.4276 -0.3257  0.0706
H62 -3.3399 -4.3779 -1.8458  0.0788
H63 -5.1453 -4.9228 -3.4811  0.1078
H64 -7.1872 -3.4887 -3.5222  0.1053
H65 -7.3278 -1.5758 -1.9325  0.1060
N9 6.6799 -3.0070 -5.5466  0.0580
C44 6.3541 -2.1901 -6.5465  -0.1516
C45 5.6728 -0.9938 -6.3740  -0.0750
C46 5.3065 -0.6277 -5.0893  -0.0866
C47 5.6358 -1.4659 -4.0369  -0.0888
C48 6.3218 -2.6388 -4.3184  -0.1489
H66 6.6579 -2.5173 -7.5347  0.1048
H67 5.4374 -0.3686 -7.2244  0.1007
H68 4.7729 0.2984 -4.9101  0.1001
H69 5.3673 -1.2163 -3.0196  0.0191
H70 6.6013 -3.3222 -3.5232  0.1012

Atoms 1-3, force components in eV/Å:
C -0.2 -0.6 -0.2
C 0.7 0.8 0.2
C 1.4 -0.1 -0.2

Summary:
Net charge: +1
HOMO: -10.226 eV
Strongest force on any atom: 2.39 eV/Å
Kohn-Sham gap: 0.2563 Eh

A 2-piece molecular cluster, C5H14N2 overall in a non-equilibrium geometry, computed with the ωB97M-V functional and the def2-TZVPD basis.

Each line ends with the natural charge from an NBO analysis.
Geometry (Å):
C1 -1.3597 -1.3467 1.3697  -0.6052
C2 -0.9416 -0.6653 0.0769  -0.2030
N1 -2.1038 -0.2495 -0.7225  -0.8236
N2 0.5979 -0.5720 -1.6740  -0.7350
C3 0.1560 -1.2799 -0.6446  0.1409
H1 -2.3182 -0.9350 -1.4375  0.3568
H2 -1.9170 0.6322 -1.1862  0.3684
H3 0.5528 0.5437 -1.3759  0.3804
H4 1.4890 -0.8549 -2.0641  0.3821
H5 0.7561 -2.0788 -0.2147  0.1889
H6 -0.4938 -1.6518 1.9606  0.2044
H7 -1.9619 -0.6614 1.9655  0.2254
H8 -1.9747 -2.2264 1.1668  0.2078
C4 0.7052 1.7960 -0.1689  -0.7344
C5 1.8303 1.2289 0.6621  -0.6350
H9 2.7913 1.2927 0.1448  0.2034
H10 1.9369 1.7119 1.6372  0.2078
H11 -0.0317 2.3602 0.3983  0.2018
H12 1.0302 2.4209 -0.9999  0.2030
H13 -0.4171 0.3874 0.2509  0.2971
H14 1.6738 0.1477 0.8556  0.1683

Atoms 1-3, force components in eV/Å:
C 0.0 0.0 -0.1
C -0.2 0.3 0.0
N 0.1 -0.1 0.1

Summary:
Net charge: 0
ΔE to the lowest compared entry with this formula, charge and spin: 87.2 kcal per mole
HOMO (alpha / beta): -7.238 / -7.236 eV
Strongest force on any atom: 1.05 eV/Å
Kohn-Sham gap (alpha / beta): 0.2786 / 0.2786 Eh